#i
ORCA calculation (wB97M-V/def2-TZVPD) on one molecule with the formula CH4N2OS.

Positions of all 9 atoms, in Å:
O  2.09025  -0.48755  -0.37144
N  0.80149  -0.36839  0.33676
C  0.11350  0.75561  0.00522
N  -1.20057  0.97129  -0.22654
S  -2.05565  -0.60764  -0.07610
H  2.77939  -0.58274  0.29046
H  0.21561  -1.18613  -0.18338
H  0.54713  1.73002  0.26870
H  -3.29115  -0.22447  -0.04368

## Properties
molecular weight	92.1	g/mol
HOMO-LUMO gap	9.4	eV
SMILES	ON/C=N\S
charge	0

Atomic partial charges in e from the Löwdin method, atoms 1 to 5: number 1, O, carries -0.065; number 2, N, carries -0.067; number 3, C, carries -0.385; number 4, N, carries -0.287; number 5, S, carries 0.681

=====

#ii
ORCA calculation (wB97M-V/def2-TZVPD) on one molecule with the formula CH4N2OS.

Positions of all 9 atoms, in Å:
N  0.53897  1.19607  0.03058
C  0.73588  -0.24490  -0.09121
O  1.93897  -0.69520  0.04008
N  -0.37078  -1.05790  -0.11981
S  -1.92603  -0.13342  -0.09032
H  0.02261  1.44073  -1.06774
H  1.60192  1.47748  0.10307
H  -0.10005  -2.19397  -0.08276
H  -2.44150  0.21110  1.27811

## Properties
molecular weight	92.1	g/mol
HOMO-LUMO gap	9.5	eV
SMILES	NC(=O)NS
charge	0

Atomic partial charges in e from the Löwdin method, atoms 1 to 5: number 1, N, carries -0.017; number 2, C, carries -0.705; number 3, O, carries -0.055; number 4, N, carries -0.333; number 5, S, carries 0.673

=====

The structure with the least stability is #i.

=====

#i
ORCA calculation (wB97M-V/def2-TZVPD) on one molecule with the formula CH4N2OS.

Positions of all 9 atoms, in Å:
O  -0.99540  1.59831  1.45391
N  -0.61238  0.29447  1.06435
C  0.17115  0.19324  -0.12680
N  0.35515  -1.01138  -0.51769
S  1.33129  -1.26377  -1.92516
H  -0.26146  1.86993  2.05313
H  -1.43923  -0.29124  0.82062
H  0.55490  1.10386  -0.62913
H  0.89599  -2.49343  -2.19323

## Properties
molecular weight	92.1	g/mol
HOMO-LUMO gap	9.4	eV
SMILES	ON/C=N/S
charge	0

Atomic partial charges in e from the Löwdin method, atoms 1 to 5: number 1, O, carries -0.079; number 2, N, carries -0.091; number 3, C, carries -0.329; number 4, N, carries -0.384; number 5, S, carries 0.678

=====

#ii
ORCA calculation (wB97M-V/def2-TZVPD) on one molecule with the formula CH4N2OS.

Positions of all 9 atoms, in Å:
C  1.48505  -0.07976  -0.18108
N  -0.95882  0.28209  -0.00546
N  0.32009  0.70278  -0.20878
O  3.96854  -0.68212  -0.09891
S  3.05194  0.47725  0.12766
H  1.41992  -1.09407  -0.19721
H  -0.95445  -0.65853  -0.39313
H  -1.12427  0.27703  1.02347
H  0.31209  1.69980  -0.41166

## Properties
molecular weight	92.1	g/mol
HOMO-LUMO gap (alpha / beta)	8.1 / 8.1	eV
charge	0

Atomic partial charges in e from the Löwdin method, atoms 1 to 5: number 1, C, carries -0.360; number 2, N, carries -0.007; number 3, N, carries -0.200; number 4, O, carries -0.653; number 5, S, carries 0.856

=====

The structure with the least stability is #ii.

=====

#i
ORCA calculation (wB97M-V/def2-TZVPD) on CH4N2OS as an isolated structure.

Positions of all 9 atoms, in Å:
C  -0.84931  -1.14057  -0.29760
H  0.54786  0.59995  1.14797
H  0.47929  -2.45138  1.13274
H  -1.69694  -1.87645  -0.46317
H  -0.78058  2.36824  -0.92692
N  0.07812  -1.46225  0.76621
N  -1.07091  0.08268  -0.75860
O  1.32423  -0.58194  0.89050
S  0.18137  1.40722  -0.39265

## Properties
molecular weight	92.1	g/mol
HOMO-LUMO gap	8.8	eV
charge	0

Atomic partial charges in e from the Löwdin method, atoms 1 to 5: number 1, C, carries -0.304; number 2, H, carries 0.116; number 3, H, carries 0.179; number 4, H, carries 0.128; number 5, H, carries -0.058

=====

#ii
ORCA calculation (wB97M-V/def2-TZVPD) on a 2-piece molecular cluster, CH4N2OS overall.

Positions of all 9 atoms, in Å:
C  0.84599  1.58237  -1.11824
N  0.54235  0.67889  -0.31426
N  -0.33807  -1.54671  0.69175
O  -1.20196  -1.49604  1.65706
S  -2.82031  -1.59210  1.62294
H  0.68041  2.57329  -0.80534
H  0.88580  1.38450  -2.20381
H  0.60360  -1.25607  1.10553
H  0.80219  -0.32813  -0.63564

## Properties
molecular weight	92.1	g/mol
HOMO-LUMO gap (alpha / beta)	8.8 / 7.4	eV
charge	0

Atomic partial charges in e from the Löwdin method, atoms 1 to 5: number 1, C, carries -0.139; number 2, N, carries -0.009; number 3, N, carries 0.000; number 4, O, carries -0.762; number 5, S, carries 0.646

=====

#iii
ORCA calculation (wB97M-V/def2-TZVPD) on one molecule with the formula CH4N2OS.

Positions of all 9 atoms, in Å:
O  1.67761  -0.86348  -0.32144
N  1.55330  0.65782  -0.22412
C  0.28377  0.86621  -0.19201
N  -0.61952  0.01706  -0.32534
S  -2.34602  -0.07559  -0.29883
H  2.62698  -0.78284  0.28670
H  -0.10819  1.82007  0.05090
H  -0.41446  -1.03153  0.08049
H  -2.65348  -0.60772  0.94366

## Properties
molecular weight	92.1	g/mol
HOMO-LUMO gap	9.4	eV
SMILES	O/N=C\NS
charge	0

Atomic partial charges in e from the Löwdin method, atoms 1 to 5: number 1, O, carries -0.214; number 2, N, carries 0.006; number 3, C, carries -0.432; number 4, N, carries -0.424; number 5, S, carries 0.736

=====

The structure with the least stability is #ii.

=====

#i
ORCA calculation (wB97M-V/def2-TZVPD) on a 2-piece molecular cluster, CH4N2OS overall.

Positions of all 9 atoms, in Å:
N  -2.13801  -0.28033  -1.78647
C  -1.32235  0.57646  -1.73738
S  -0.66620  1.99438  -1.71803
H  -2.01332  -1.31001  -1.88516
N  1.09108  0.44035  0.74061
O  -0.09305  -0.28874  0.44035
H  1.75923  -0.27411  0.73896
H  1.21202  1.07038  -0.01269
H  -0.34072  -0.67961  1.32819

## Properties
molecular weight	92.1	g/mol
HOMO-LUMO gap	10.0	eV
SMILES	N=C=S.NO
charge	0

Atomic partial charges in e from the Löwdin method, atoms 1 to 5: number 1, N, carries 0.118; number 2, C, carries -0.892; number 3, S, carries 0.725; number 4, H, carries 0.116; number 5, N, carries -0.022

=====

#ii
ORCA calculation (wB97M-V/def2-TZVPD) on one molecule with the formula CH4N2OS.

Positions of all 9 atoms, in Å:
H  3.19487  1.38324  0.15010
N  2.77270  0.45710  -0.00082
C  1.53803  0.28010  0.01762
S  0.58712  -1.20459  -0.27818
O  -1.06948  -0.03431  0.14801
N  -2.37645  -0.29128  -0.02430
H  0.76394  0.84730  0.37482
H  -2.61224  -0.51267  -1.06763
H  -2.79849  -0.92490  0.68039

## Properties
molecular weight	92.1	g/mol
HOMO-LUMO gap	8.2	eV
SMILES	[H]/N=C/SON
charge	0

Atomic partial charges in e from the Löwdin method, atoms 1 to 5: number 1, H, carries 0.062; number 2, N, carries 0.026; number 3, C, carries -0.629; number 4, S, carries 0.839; number 5, O, carries -0.481

=====

The structure with the least stability is #ii.

=====

#i
ORCA calculation (wB97M-V/def2-TZVPD) on one molecule with the formula CH2Cl2.

Positions of all 5 atoms, in Å:
Cl  36.00139  0.10661  20.68143
C  36.13618  1.29796  19.35023
Cl  37.79028  1.78999  19.06644
H  35.69012  0.82974  18.48167
H  35.54950  2.16137  19.64093

## Properties
molecular weight	84.9	g/mol
HOMO-LUMO gap	12.1	eV
SMILES	ClCCl
charge	0

Now the Löwdin charges, all in e: number 1, Cl, carries 0.473; number 2, C, carries -1.034; number 3, Cl, carries 0.518; number 4, H, carries 0.023; number 5, H, carries 0.021

=====

#ii
ORCA calculation (wB97M-V/def2-TZVPD) on one molecule with the formula CH2Cl2.

Positions of all 5 atoms, in Å:
Cl  1.22538  1.16352  -0.20139
C  -0.02893  -0.06219  0.11945
Cl  -1.46168  0.13836  -0.93592
H  0.44575  -1.00083  -0.16644
H  -0.18050  -0.23885  1.18430

## Properties
molecular weight	84.9	g/mol
HOMO-LUMO gap	11.9	eV
SMILES	ClCCl
charge	0

Now the Löwdin charges, all in e: number 1, Cl, carries 0.483; number 2, C, carries -1.018; number 3, Cl, carries 0.485; number 4, H, carries 0.012; number 5, H, carries 0.038

=====

#iii
ORCA calculation (wB97M-V/def2-TZVPD) on one molecule with the formula CH2Cl2.

Positions of all 5 atoms, in Å:
Cl  -0.94401  -1.17830  0.81687
C  -0.04020  0.06858  -0.04863
Cl  1.70115  0.06377  0.19143
H  -0.27793  -0.01705  -1.10929
H  -0.43901  1.06302  0.14962

## Properties
molecular weight	84.9	g/mol
HOMO-LUMO gap	11.9	eV
SMILES	ClCCl
charge	0

Now the Löwdin charges, all in e: number 1, Cl, carries 0.506; number 2, C, carries -1.072; number 3, Cl, carries 0.514; number 4, H, carries 0.024; number 5, H, carries 0.028

=====

The structure with the least stability is #ii.

=====

#i
ORCA calculation (wB97M-V/def2-TZVPD) on an isolated ion of composition C6H11N2 and charge +1.

Positions of all 19 atoms, in Å:
C  3.19971  -1.37483  -0.03610
N  2.55724  -0.35832  -0.18303
N  2.04545  0.66849  -0.05711
C  0.70769  1.09126  -0.05616
C  0.52100  2.42604  -0.15839
C  -0.21256  -0.04568  0.34166
C  -1.71838  0.17789  0.16897
C  -2.57916  -1.05006  -0.16407
H  3.95091  -1.84159  -0.75810
H  3.03009  -1.96230  0.84472
H  1.28727  3.19905  -0.23690
H  -0.39824  2.94289  -0.18918
H  -0.04592  -0.37896  1.32364
H  -0.01005  -0.87256  -0.35491
H  -1.97967  0.83048  -0.58635
H  -2.09245  0.67271  1.13096
H  -2.55282  -1.83173  0.53031
H  -2.15050  -1.58639  -1.08147
H  -3.55961  -0.70641  -0.47851

## Properties
molecular weight	111.2	g/mol
HOMO-LUMO gap	8.5	eV
SMILES	C=[N+]=NC(=C)CCC
charge	+1

Atomic partial charges in e from the Löwdin method, atoms 1 to 5: number 1, C, carries 0.133; number 2, N, carries 0.041; number 3, N, carries 0.211; number 4, C, carries -0.234; number 5, C, carries 0.198

=====

#ii
ORCA calculation (wB97M-V/def2-TZVPD) on a 2-piece molecular cluster, C6H11N2 overall.

Positions of all 19 atoms, in Å:
C  2.14974  0.80871  0.21769
C  1.49980  0.20147  1.21256
C  1.42826  0.63183  -1.07954
C  -1.04145  -0.12410  -1.23424
C  -1.91656  -0.49739  -0.02407
C  0.31115  -0.43874  0.65324
N  0.29695  -0.18365  -0.69614
N  -1.08062  -0.14173  1.15249
H  3.06823  1.36008  0.28851
H  1.78192  0.15418  2.24596
H  1.11813  1.58852  -1.51619
H  2.05224  0.11661  -1.81707
H  -1.17458  -0.84034  -2.04926
H  -1.26669  0.87950  -1.61415
H  -2.87263  0.02263  -0.01070
H  -2.08598  -1.57489  -0.00427
H  0.22448  -2.14208  0.92014
H  -1.16486  0.86086  1.36881
H  -1.32753  -0.68147  1.98623

## Properties
molecular weight	111.2	g/mol
HOMO-LUMO gap	9.2	eV
charge	+1

Atomic partial charges in e from the Löwdin method, atoms 1 to 5: number 1, C, carries 0.002; number 2, C, carries -0.023; number 3, C, carries -0.114; number 4, C, carries -0.099; number 5, C, carries -0.087

=====

The structure with the least stability is #i.

=====

#i
ORCA calculation (wB97M-V/def2-TZVPD) on an isolated ion of composition C6H11N2 and charge +1.

Positions of all 19 atoms, in Å:
C  -1.40538  1.34577  -1.59891
C  0.00989  1.33065  -1.11758
C  0.15327  1.11709  0.40245
C  -0.07132  -0.27740  0.87238
C  -1.34786  -0.62912  0.59210
N  1.83039  -2.24189  -0.09883
C  1.47801  -2.16829  1.12798
N  0.81437  -0.98553  1.74693
H  -1.43674  1.06949  -2.66442
H  -1.99538  0.76331  -0.85687
H  -2.05290  2.34078  -1.57765
H  0.79756  2.05746  -1.50963
H  0.62816  0.41269  -1.45862
H  -0.37065  1.89132  0.94831
H  1.20958  1.53083  0.63970
H  -1.57252  -1.69985  0.83009
H  1.29955  -1.51187  -0.57130
H  1.75827  -3.01741  1.75988
H  0.27370  -1.32804  2.53399

## Properties
molecular weight	111.2	g/mol
HOMO-LUMO gap	5.8	eV
charge	+1

Atomic partial charges in e from the Löwdin method, atoms 1 to 5: number 1, C, carries -0.046; number 2, C, carries -0.256; number 3, C, carries -0.182; number 4, C, carries -0.357; number 5, C, carries 0.398

=====

#ii
ORCA calculation (wB97M-V/def2-TZVPD) on an isolated ion of composition C6H11N2 and charge +1.

Positions of all 19 atoms, in Å:
C  2.42600  -0.86710  0.19652
C  0.91824  -1.08006  0.20718
C  0.28944  0.29318  -0.01320
C  -0.33414  0.66474  -1.28645
N  -1.21283  0.37271  -0.13624
C  -1.84807  1.41991  0.67780
C  -1.89591  -0.83405  -0.13854
N  -2.53561  -1.78792  -0.04456
H  2.91378  -1.77943  0.37368
H  2.73572  -0.29534  1.02189
H  3.04346  -0.55133  -0.62416
H  0.51566  -1.52355  1.12124
H  0.77593  -1.72648  -0.61464
H  0.91828  1.01631  0.52514
H  -0.49763  1.62969  -1.62536
H  -0.48523  0.06423  -2.10943
H  -1.95046  2.19648  -0.03720
H  -2.73646  1.08705  1.19825
H  -1.04015  1.70094  1.30810

## Properties
molecular weight	111.2	g/mol
HOMO-LUMO gap	13.2	eV
SMILES	CC[C@H]1C[N@@+]1(C)C#N
charge	+1

Atomic partial charges in e from the Löwdin method, atoms 1 to 5: number 1, C, carries -0.077; number 2, C, carries -0.158; number 3, C, carries -0.142; number 4, C, carries 0.073; number 5, N, carries -0.154

=====

#iii
ORCA calculation (wB97M-V/def2-TZVPD) on a 2-piece molecular cluster, C6H11N2 overall.

Positions of all 19 atoms, in Å:
C  -1.73334  0.91181  -0.70789
C  0.98101  0.21055  3.29716
C  -0.23815  0.54086  1.30671
C  -0.70702  0.24520  0.04042
C  1.07274  -0.68959  -1.54499
C  -0.35017  -0.75926  -1.09992
N  -2.34713  1.92359  -0.55928
N  -1.36215  -0.08013  -2.00717
H  0.76871  1.24213  3.65311
H  0.44837  -0.47578  3.97085
H  -0.83939  1.40685  1.75013
H  1.39347  0.29371  -1.45091
H  1.27552  -1.31955  -2.48653
H  1.79897  -1.26366  -0.85373
H  -0.63111  -1.86499  -0.85200
H  -2.96877  2.46239  -1.08820
H  -2.21605  -0.62722  -2.42834
H  -0.69576  0.41629  -2.64938
H  1.90470  -0.04950  2.77330

## Properties
molecular weight	111.2	g/mol
HOMO-LUMO gap (alpha / beta)	9.5 / 9.5	eV
charge	+1

Atomic partial charges in e from the Löwdin method, atoms 1 to 5: number 1, C, carries -0.276; number 2, C, carries 0.177; number 3, C, carries 0.160; number 4, C, carries -0.251; number 5, C, carries -0.066

=====

The structure with the least stability is #i.